Run P
Entry from the Open Molecules 2025 dataset: the molecule C3H5BrO (wB97M-V/def2-TZVPD).

Computed properties:
- LUMO level (spin up / spin down): -0.97 / -0.97 eV
- 2S+1: 1
- HOMO-LUMO gap (spin up / spin down): 8.69 / 8.79 eV

Bonds (Å) are listed after each position.
Positions of all 10 atoms, in Å:
1 C -0.1560 -0.3440 -0.4515  C2 1.477, C3 1.536, O4 1.375, H6 1.050
2 C -1.2115 0.3996 0.2649  C1 1.477, Br5 1.917, H7 1.083
3 C 1.2125 0.1981 -0.0125  C1 1.536, H8 1.188, H9 1.117, H10 1.106
4 O -0.4812 -1.4891 0.2376  C1 1.375
5 Br -3.0993 0.2696 -0.0398  C2 1.917
6 H -0.2368 -0.4942 -1.4878  C1 1.050
7 H -0.8143 0.6356 1.2442  C2 1.083
8 H 1.6417 -0.5924 0.7634  C3 1.188
9 H 1.2015 1.2635 0.3225  C3 1.117
10 H 1.9433 0.1535 -0.8410  C3 1.106

Mulliken atomic charge list, values in e, 5 entries: number 1, C, carries 0.611; number 2, C, carries -0.514; number 3, C, carries -1.204; number 4, O, carries -0.532; number 5, Br, carries -0.050

Run Q
Entry from the Open Molecules 2025 dataset: a cluster of 2 separate species, C3H5BrO in total (wB97M-V/def2-TZVPD).

Computed properties:
- LUMO level: -0.94 eV
- 2S+1: 1
- HOMO-LUMO gap: 7.99 eV

Bonds (Å) are listed after each position.
Positions of all 10 atoms, in Å:
1 C 0.8281 -0.2766 0.3293  C3 1.474, O4 1.222, H6 1.079
2 C -2.9449 1.2200 0.6539  Br5 1.799, H7 1.083
3 C 1.2520 -0.9521 -0.9102  C1 1.474, H8 1.121, H9 0.999, H10 1.049
4 O 1.1185 0.8803 0.5931  C1 1.222
5 Br -2.5491 2.9341 1.0301  C2 1.799
6 H 0.3676 -1.0103 0.9726  C1 1.079
7 H -2.0986 0.6328 0.9894  C2 1.083
8 H 1.7355 -1.9506 -0.7516  C3 1.121
9 H 1.8538 -0.3037 -1.3741  C3 0.999
10 H 0.4371 -1.1740 -1.5325  C3 1.049

Mulliken atomic charge list, values in e, 5 entries: number 1, C, carries 0.227; number 2, C, carries -0.168; number 3, C, carries -1.051; number 4, O, carries -0.491; number 5, Br, carries 0.072

Quick one: least stable of them? run Q

Run P
Entry from the Open Molecules 2025 dataset: a cluster of 2 separate species, C3H11NOS in total (wB97M-V/def2-TZVPD).

Computed properties:
- LUMO level: 0.67 eV
- 2S+1: 1
- HOMO-LUMO gap: 9.28 eV

Bonds (Å) are listed after each position.
Positions of all 17 atoms, in Å:
1 C -0.7273 -2.3153 1.7211  S2 1.782, H4 1.144, H5 1.192, H6 1.081
2 S -1.3606 -1.6089 0.2128  C1 1.782, C3 1.816
3 C -1.0620 -2.9270 -0.9995  S2 1.816, H7 1.080, H8 1.061, H9 1.257
4 H 0.1007 -1.6625 2.1646  C1 1.144
5 H -0.3437 -3.4114 1.4536  C1 1.192
6 H -1.5847 -2.4399 2.3668  C1 1.081
7 H -0.8249 -3.9196 -0.6446  C3 1.080
8 H -1.8734 -2.8374 -1.6771  C3 1.061
9 H -0.1328 -2.6399 -1.7955  C3 1.257
10 N 2.5161 2.6734 0.1718  C11 1.448, H13 1.034, H14 0.998
11 C 1.2334 3.2451 -0.1797  N10 1.448, O12 1.406, H15 1.058, H16 1.102
12 O 0.5499 2.7023 -1.2816  C11 1.406, H17 1.044
13 H 2.9672 3.2820 0.8754  N10 1.034
14 H 2.5435 1.6872 0.3254  N10 0.998
15 H 0.6189 3.2451 0.6811  C11 1.058
16 H 1.4804 4.3035 -0.3617  C11 1.102
17 H 0.1416 1.7850 -0.9944  O12 1.044

Mulliken atomic charge list, values in e, 5 entries: number 1, C, carries -0.653; number 2, S, carries -0.080; number 3, C, carries -0.756; number 4, H, carries 0.236; number 5, H, carries 0.202

Run Q
Entry from the Open Molecules 2025 dataset: a cluster of 2 separate species, C3H11NOS in total (wB97M-V/def2-TZVPD).

Computed properties:
- LUMO level: 0.92 eV
- 2S+1: 1
- HOMO-LUMO gap: 9.65 eV

Bonds (Å) are listed after each position.
Positions of all 17 atoms, in Å:
1 C 1.6074 1.9472 2.7823  S2 1.761, H6 1.103, H7 1.103, H8 1.103
2 S 1.6473 1.6319 1.0503  C1 1.761, C3 1.835
3 C 0.0235 0.7770 1.0881  S2 1.835, C4 1.517, H9 1.107, H10 1.107
4 C -0.4676 0.4828 -0.3165  C3 1.517, N5 1.440, H11 1.107, H12 1.107
5 N 0.5682 -0.1982 -1.0500  C4 1.440, H13 1.026, H14 1.026
6 H 0.5871 2.0973 3.1735  C1 1.103
7 H 2.2001 2.8544 2.9881  C1 1.103
8 H 2.0672 1.0981 3.3155  C1 1.103
9 H -0.7656 1.3882 1.5668  C3 1.107
10 H 0.1161 -0.1640 1.6637  C3 1.107
11 H -0.7604 1.3836 -0.8894  C4 1.107
12 H -1.3522 -0.1802 -0.2566  C4 1.107
13 H 1.1744 0.4751 -1.5316  N5 1.026
14 H 1.1230 -0.5762 -0.2741  N5 1.026
15 O -2.8113 -4.2737 -4.7646  H16 0.984, H17 0.984
16 H -2.4395 -3.6045 -4.1464  O15 0.984
17 H -2.5179 -5.1389 -4.3992  O15 0.984

Mulliken atomic charge list, values in e, 5 entries: number 1, C, carries -0.759; number 2, S, carries -0.051; number 3, C, carries -0.739; number 4, C, carries -0.538; number 5, N, carries -0.649

Quick one: least stable of them? run P

Run P
Entry from the Open Molecules 2025 dataset: a cluster of 2 separate species, C3H5BN2O3 in total (wB97M-V/def2-TZVPD).

Computed properties:
- LUMO level: -0.60 eV
- 2S+1: 1
- HOMO-LUMO gap: 9.44 eV

Bonds (Å) are listed after each position.
Positions of all 14 atoms, in Å:
1 B -2.0138 -0.0562 -0.1249  O7 1.449, O8 1.358, O9 1.307
2 C 1.5528 1.0225 0.5479  C3 1.401, C4 1.367, H10 1.040
3 C 2.6994 0.2486 0.3235  C2 1.401, N5 1.323, H11 1.112
4 C 0.6952 0.4695 -0.3623  C2 1.367, N6 1.289
5 N 2.4923 -0.6241 -0.6492  C3 1.323, N6 1.355
6 N 1.2017 -0.5005 -1.0431  C4 1.289, N5 1.355, H12 1.036
7 O -1.5055 -0.8714 0.9599  B1 1.449, H13 0.912
8 O -3.3456 0.0288 -0.3779  B1 1.358, H14 0.900
9 O -1.2523 0.7259 -0.8432  B1 1.307
10 H 1.5233 1.8350 1.1967  C2 1.040
11 H 3.6078 0.2355 0.9652  C3 1.112
12 H 0.5730 -1.0305 -1.6738  N6 1.036
13 H -2.2408 -0.8817 1.4990  O7 0.912
14 H -3.9874 -0.6014 -0.4179  O8 0.900

Mulliken atomic charge list, values in e, 5 entries: number 1, B, carries 0.596; number 2, C, carries -0.434; number 3, C, carries -0.144; number 4, C, carries 0.277; number 5, N, carries -0.723

Run Q
Entry from the Open Molecules 2025 dataset: the molecule C3H5BN2O3 (wB97M-V/def2-TZVPD).

Computed properties:
- LUMO level: 0.08 eV
- 2S+1: 1
- HOMO-LUMO gap: 8.99 eV

Bonds (Å) are listed after each position.
Positions of all 14 atoms, in Å:
1 O 0.4236 -1.4847 1.2894  B2 1.422, H10 0.880
2 B 1.5018 -0.6893 0.8142  O1 1.422, O3 1.306, O4 1.353
3 O 2.7197 -0.9760 1.1879  B2 1.306, H11 0.944
4 O 1.1903 0.3409 -0.0059  B2 1.353, N5 1.387
5 N -0.1010 0.4796 -0.4931  O4 1.387, C6 1.379, C9 1.368
6 C -0.9662 1.4614 -0.0570  N5 1.379, C7 1.353, H12 1.043
7 C -2.0449 1.2482 -0.8459  C6 1.353, N8 1.319, H13 1.152
8 N -1.8361 0.3218 -1.7615  C7 1.319, C9 1.287
9 C -0.6461 -0.1373 -1.5860  N5 1.368, N8 1.287, H14 1.006
10 H 0.5513 -1.9321 2.0360  O1 0.880
11 H 3.0196 -1.7416 1.6516  O3 0.944
12 H -0.5575 2.1092 0.6516  C6 1.043
13 H -3.0146 1.8570 -0.7215  C7 1.152
14 H -0.2398 -0.8573 -2.1598  C9 1.006

Mulliken atomic charge list, values in e, 5 entries: number 1, O, carries -0.565; number 2, B, carries 0.738; number 3, O, carries -0.453; number 4, O, carries -0.459; number 5, N, carries 0.321

Quick one: least stable of them? run P

Run P
Entry from the Open Molecules 2025 dataset: a cluster of 3 separate species, C7H8N2O2 in total (wB97M-V/def2-TZVPD).

Computed properties:
- LUMO level: -0.69 eV
- 2S+1: 1
- HOMO-LUMO gap: 8.63 eV

Bonds (Å) are listed after each position.
Positions of all 19 atoms, in Å:
1 C 2.0777 0.4940 0.6574  C2 1.518, H8 1.291, H10 1.316
2 C 0.8452 0.0788 -0.1250  C1 1.518, C3 1.374, C7 1.456
3 C 0.9308 -1.0326 -0.9289  C2 1.374, C4 1.394, N16 1.508
4 C -0.1529 -1.4389 -1.7051  C3 1.394, C5 1.442, H13 1.170
5 C -1.4522 -0.8312 -1.5532  C4 1.442, C6 1.351, H14 1.069
6 C -1.5794 0.0509 -0.5372  C5 1.351, C7 1.290, H15 1.207
7 C -0.5460 0.4134 0.1443  C2 1.456, C6 1.290, N17 1.488
8 H 1.7087 -0.0109 1.7869  C1 1.291
9 H 3.0990 -0.5716 0.1268  no bonds
10 H 2.5240 1.6926 0.9668  C1 1.316
11 H 1.3482 -2.6278 -1.8074  N16 1.216
12 H 2.0589 -2.9875 0.0695  no bonds
13 H -0.0213 -2.2252 -2.5620  C4 1.170
14 H -2.1224 -1.4946 -2.0577  C5 1.069
15 H -2.7631 0.2568 -0.4238  C6 1.207
16 N 2.1002 -1.9662 -1.1184  C3 1.508, H11 1.216
17 N -0.8805 1.3207 1.2751  C7 1.488, O18 1.285, O19 1.262
18 O -0.3362 0.9000 2.3601  N17 1.285
19 O -1.5524 2.3600 1.0262  N17 1.262

Mulliken atomic charge list, values in e, 5 entries: number 1, C, carries -0.981; number 2, C, carries 0.140; number 3, C, carries 0.883; number 4, C, carries -0.562; number 5, C, carries -0.672

Run Q
Entry from the Open Molecules 2025 dataset: the molecule C7H8N2O2 (wB97M-V/def2-TZVPD).

Computed properties:
- LUMO level: -0.21 eV
- 2S+1: 1
- HOMO-LUMO gap: 8.33 eV

Bonds (Å) are listed after each position.
Positions of all 19 atoms, in Å:
1 C -1.6860 1.8237 0.1105  C2 1.517, H12 1.044, H13 1.086, H14 1.148
2 C -0.6270 0.7466 -0.0337  C1 1.517, C3 1.375, C10 1.427
3 C 0.7263 0.9744 -0.1253  C2 1.375, C4 1.390, H15 1.066
4 C 1.6418 -0.0708 -0.1006  C3 1.390, N5 1.458, C8 1.367
5 N 3.0878 0.0922 -0.0148  C4 1.458, O6 1.261, O7 1.261
6 O 3.5199 1.2728 0.0831  N5 1.261
7 O 3.9213 -0.8514 0.0520  N5 1.261
8 C 1.3141 -1.3958 -0.0200  C4 1.367, C9 1.405, H16 1.094
9 C -0.0621 -1.6533 0.0943  C8 1.405, C10 1.414, H17 1.055
10 C -1.0237 -0.6241 -0.0338  C2 1.427, C9 1.414, N11 1.331
11 N -2.2883 -1.0371 0.0172  C10 1.331, H18 0.969, H19 0.987
12 H -1.3366 2.7748 -0.1394  C1 1.044
13 H -2.2727 1.6020 0.9972  C1 1.086
14 H -2.4329 1.4823 -0.6912  C1 1.148
15 H 1.1478 1.9514 -0.1859  C3 1.066
16 H 2.1807 -2.0640 -0.0397  C8 1.094
17 H -0.4217 -2.6440 0.1335  C9 1.055
18 H -2.9988 -0.3823 0.0847  N11 0.969
19 H -2.3899 -1.9974 -0.1883  N11 0.987

Mulliken atomic charge list, values in e, 5 entries: number 1, C, carries -1.545; number 2, C, carries 0.831; number 3, C, carries -0.734; number 4, C, carries 0.064; number 5, N, carries 0.866

Quick one: least stable of them? run P